Version A
DFT (ωB97M-V with the def2-TZVPD basis set) results for C3H6N2O3 in the gas phase.

The value obtained for the HOMO energy is -0.341 Eh. As for the SMILES: CN1OON(C)C1=O.

```
! wB97M-V def2-TZVPD RIJCOSX def2/J DEFGRID3
* xyz 0 1
C -0.10 -0.85 -0.51
C 2.24 -0.24 0.47
C -2.28 0.28 -0.30
N 1.49 -0.17 -0.80
N -0.83 0.28 -0.30
O -0.31 -2.02 -0.39
O 1.10 1.07 -1.12
O -0.09 1.47 -0.43
H 2.06 0.52 1.15
H 1.78 -1.17 0.95
H 3.31 -0.18 0.08
H -2.73 -0.52 0.27
H -2.63 1.15 0.12
H -2.61 0.12 -1.42
*
```

Version B
DFT (ωB97M-V with the def2-TZVPD basis set) results for 2 unconnected molecules or ions with the total composition C3H6N2O3.

The value obtained for the HOMO energy is -0.359 Eh.

```
! wB97M-V def2-TZVPD RIJCOSX def2/J DEFGRID3
* xyz 0 1
C 2.24 -0.75 1.42
C -0.98 -0.67 0.63
C -1.25 1.06 -2.11
H 3.18 -0.66 1.02
H 2.10 -0.47 2.52
H -1.93 -0.72 1.31
H -0.79 -1.49 -0.17
H 0.64 1.82 -0.95
H -2.47 0.56 -1.97
N 1.20 -1.01 0.78
N -0.25 0.75 -1.13
O 0.05 -0.88 1.60
O -0.94 0.70 0.08
O -0.80 1.76 -3.02
*
```

Version C
DFT (ωB97M-V with the def2-TZVPD basis set) results for a molecular structure, C3H6N2O3.

The value obtained for the HOMO energy (alpha / beta) is -0.319 / -0.319 Eh.

```
! wB97M-V def2-TZVPD RIJCOSX def2/J DEFGRID3
* xyz 0 1
C -2.15 -0.38 0.38
N -0.15 1.03 -0.71
C 1.46 -0.28 0.16
N 2.52 -0.16 -0.65
C 0.72 -0.63 1.09
O -1.03 0.41 0.69
O -0.48 0.48 -1.72
O 0.22 2.14 -0.50
H 3.44 -0.20 -0.24
H 2.45 0.49 -1.42
H 0.33 -1.04 1.99
H -2.17 -1.22 1.08
H -2.10 -0.81 -0.63
H -3.07 0.19 0.49
*
```

Which of them is least stable? Easy: version C.

Version A
DFT (ωB97M-V with the def2-TZVPD basis set) results for C3H6N2O3 in the gas phase.

The value obtained for the HOMO energy is -0.343 Eh. As for the SMILES: NC(=O)CN(O)C=O.

```
! wB97M-V def2-TZVPD RIJCOSX def2/J DEFGRID3
* xyz 0 1
C -1.36 -0.17 0.00
C -0.15 -0.48 1.01
C 1.64 0.39 -0.59
H -2.07 1.78 -0.82
H -0.62 1.89 0.21
H -0.14 0.45 1.66
H -0.14 -1.31 1.82
H 0.48 -2.32 -0.78
H 2.36 0.28 -1.35
N -1.40 1.25 -0.10
N 0.82 -0.62 -0.02
O -2.20 -0.93 -0.69
O 1.34 -1.78 -0.23
O 1.44 1.56 -0.12
*
```

Version B
DFT (ωB97M-V with the def2-TZVPD basis set) results for 2 unconnected molecules or ions with the total composition C3H6N2O3.

The value obtained for the HOMO energy is -0.368 Eh. As for the SMILES: O=CNC(=O)O.C=N.

```
! wB97M-V def2-TZVPD RIJCOSX def2/J DEFGRID3
* xyz 0 1
C 0.09 -1.84 -0.89
N -0.83 0.91 0.32
N 0.08 -1.78 0.37
C -0.08 1.65 -0.56
C -0.33 0.08 1.48
O 1.23 1.42 -0.47
O -0.57 2.43 -1.35
O 0.72 0.27 2.03
H 1.70 2.02 -1.06
H -1.83 1.05 0.22
H 0.90 -2.15 0.85
H -0.76 -1.44 -1.43
H 0.89 -2.29 -1.48
H -1.22 -0.34 1.97
*
```

Which of them is least stable? Easy: version A.

Version A
DFT (ωB97M-V with the def2-TZVPD basis set) results for C3H4N2O in the gas phase.

The value obtained for the HOMO energy is -0.300 Eh.

```
! wB97M-V def2-TZVPD RIJCOSX def2/J DEFGRID3
* xyz 0 1
O 0.90 -1.40 1.05
C 0.28 -0.49 0.30
C -0.37 -0.58 -0.91
C -0.98 0.65 -1.21
N -0.66 1.46 -0.13
N 0.23 0.78 0.76
H 0.85 -2.25 0.58
H -0.34 -1.42 -1.59
H -0.19 2.23 -0.59
H 0.28 1.01 1.75
*
```

Version B
DFT (ωB97M-V with the def2-TZVPD basis set) results for C3H4N2O in the gas phase.

The value obtained for the HOMO energy is -0.395 Eh. As for the SMILES: [H]/N=C/OCC#N.

```
! wB97M-V def2-TZVPD RIJCOSX def2/J DEFGRID3
* xyz 0 1
N 2.29 0.24 -0.12
C 1.26 -0.36 0.28
O -0.03 -0.15 0.03
C -1.09 0.62 -0.48
C -2.18 -0.18 0.13
N -2.74 -0.99 0.74
H 3.09 -0.26 0.28
H 1.23 -1.23 0.93
H -1.13 0.63 -1.58
H -1.11 1.67 -0.16
*
```

Version C
DFT (ωB97M-V with the def2-TZVPD basis set) results for C3H4N2O in the gas phase.

The value obtained for the HOMO energy is -0.312 Eh. As for the SMILES: [H]/N=C/N=C=CO.

```
! wB97M-V def2-TZVPD RIJCOSX def2/J DEFGRID3
* xyz 0 1
O 0.03 1.34 2.09
C 0.08 0.36 0.43
C 0.96 0.42 1.41
N 0.39 -1.09 -1.63
C -0.73 -0.53 -1.41
N -0.87 0.33 -0.34
H -0.57 0.80 2.62
H 2.01 0.65 1.35
H 0.34 -1.67 -2.46
H -1.63 -0.61 -2.02
*
```

Version D
DFT (ωB97M-V with the def2-TZVPD basis set) results for a molecular structure, C3H4N2O.

The value obtained for the HOMO energy is -0.287 Eh.

```
! wB97M-V def2-TZVPD RIJCOSX def2/J DEFGRID3
* xyz 0 1
N 1.14 -0.26 0.08
C -0.12 1.15 -0.46
O 0.30 2.24 -0.46
C -1.10 0.16 -0.38
C -0.07 -0.78 0.77
N -0.34 -1.47 1.70
H 1.90 -0.10 0.73
H 1.47 -0.90 -0.64
H -2.10 0.51 -0.13
H -1.08 -0.55 -1.21
*
```

Which of them is least stable? Easy: version C.

Version A
DFT (ωB97M-V with the def2-TZVPD basis set) results for C3H4N2O in the gas phase.

The value obtained for the HOMO energy is -0.350 Eh. As for the SMILES: O[C@H]1C=CN=N1.

```
! wB97M-V def2-TZVPD RIJCOSX def2/J DEFGRID3
* xyz 0 1
O -0.23 -0.93 1.82
C 0.19 -0.40 0.62
C -0.76 0.00 -0.46
C -0.10 0.94 -1.15
N 1.13 1.28 -0.49
N 1.25 0.64 0.58
H -0.75 -0.29 2.32
H -1.73 -0.44 -0.67
H -0.34 1.44 -2.07
H 0.87 -1.15 0.19
*
```

Version B
DFT (ωB97M-V with the def2-TZVPD basis set) results for C3H4N2O in the gas phase.

The value obtained for the HOMO energy is -0.385 Eh. As for the SMILES: N#C[C@H](N)C=O.

```
! wB97M-V def2-TZVPD RIJCOSX def2/J DEFGRID3
* xyz 0 1
N -1.20 0.66 -0.58
C -0.28 -0.96 0.84
N -0.50 -2.09 1.01
O 2.00 -0.93 -0.29
C 1.41 0.11 -0.41
C -0.01 0.33 0.23
H -1.93 0.91 0.09
H -1.56 -0.21 -0.99
H 1.89 1.00 -0.84
H 0.19 1.17 0.93
*
```

Version C
DFT (ωB97M-V with the def2-TZVPD basis set) results for C3H4N2O in the gas phase.

The value obtained for the HOMO energy is -0.403 Eh. As for the SMILES: [H]/N=C/OCC#N.

```
! wB97M-V def2-TZVPD RIJCOSX def2/J DEFGRID3
* xyz 0 1
N 1.74 0.19 -0.62
C 1.28 -0.48 0.35
O 0.00 -0.39 0.77
C -0.84 0.50 0.04
C -2.16 -0.13 -0.12
N -3.20 -0.60 -0.28
H 2.72 -0.04 -0.78
H 1.80 -1.21 0.97
H -0.40 0.73 -0.93
H -0.94 1.43 0.61
*
```

Which of them is least stable? Easy: version A.

Version A
DFT (ωB97M-V with the def2-TZVPD basis set) results for 4 unconnected molecules or ions with the total composition C3H4N2O.

The value obtained for the HOMO energy is -0.379 Eh.

```
! wB97M-V def2-TZVPD RIJCOSX def2/J DEFGRID3
* xyz 0 1
C -1.08 1.51 0.73
C -0.14 -0.57 -0.30
C 1.16 -0.12 0.07
H -1.94 2.44 -0.10
H 0.42 1.95 0.83
H -1.68 1.15 2.12
H -2.07 -0.07 -0.47
N -1.17 0.33 -0.20
N 2.24 0.12 0.33
O -0.23 -1.70 -0.79
*
```

Version B
DFT (ωB97M-V with the def2-TZVPD basis set) results for C3H4N2O in the gas phase.

The value obtained for the HOMO energy is -0.322 Eh. As for the SMILES: Oc1ccn[nH]1.

```
! wB97M-V def2-TZVPD RIJCOSX def2/J DEFGRID3
* xyz 0 1
O -2.00 0.29 0.17
C -0.71 -0.08 0.15
C 0.38 0.62 0.60
C 1.45 0.06 -0.13
N 1.08 -0.99 -0.84
N -0.25 -1.08 -0.64
H -2.01 1.18 0.56
H 0.35 1.45 1.30
H 2.43 0.49 -0.25
H -0.73 -1.93 -0.92
*
```

Which of them is least stable? Easy: version A.